Record 1
127
Properties=species:S:1:pos:R:3:lowdin_charge:R:1 method="wB97M-V/def2-TZVPD" mol_weight_g_mol=693.0 lumo_ev=-2.01 e_tot_ha=-2777.22683 charge=+1
C 3.34 -4.34 0.54 0.15
C 2.61 -4.11 -0.39 -0.22
C 1.63 -3.72 -1.40 -0.27
P 1.30 -1.94 -1.20 0.98
C 2.11 -0.89 -2.40 -0.30
C 3.61 -1.21 -2.60 -0.21
C 4.44 0.07 -2.76 -0.21
C 5.43 0.30 -1.62 -0.20
C 4.80 0.51 -0.23 -0.25
N 3.54 1.26 -0.24 0.02
C -0.47 -1.56 -1.14 -0.59
S -0.71 -0.52 0.33 0.84
C -2.00 0.62 -0.20 -0.55
C -1.48 1.85 -0.93 -0.15
H 3.92 -4.79 1.31 0.05
H 2.02 -3.92 -2.39 0.10
H 0.72 -4.28 -1.22 0.11
H 1.85 -1.59 0.04 0.05
H 2.02 0.10 -1.95 0.08
H 1.55 -0.88 -3.33 0.11
H 3.69 -1.79 -3.52 0.09
H 4.01 -1.83 -1.80 0.10
H 4.98 0.01 -3.70 0.11
H 3.80 0.95 -2.83 0.10
H 6.10 -0.56 -1.56 0.11
H 6.03 1.18 -1.86 0.11
H 5.52 1.09 0.35 0.11
H 4.69 -0.45 0.28 0.10
H 2.76 0.66 -0.01 0.03
H 3.55 1.99 0.46 0.03
H -1.01 -2.50 -1.05 0.05
H -0.75 -1.05 -2.06 0.07
H -2.78 0.11 -0.76 0.08
H -2.47 0.95 0.72 0.05
H -0.98 1.60 -1.87 0.06
H -2.29 2.54 -1.09 0.08
H -0.75 2.35 -0.28 0.07
C 2.81 -8.66 1.59 -0.09
C 4.03 -8.37 2.44 -0.31
O 3.98 -7.06 3.00 -0.10
H 2.73 -7.93 0.78 0.07
H 2.87 -9.66 1.16 0.07
H 1.90 -8.60 2.19 0.05
H 4.94 -8.41 1.85 0.11
H 4.11 -9.11 3.25 0.11
H 3.19 -7.00 3.55 0.08
C 4.66 -4.55 -6.87 -0.08
C 3.63 -3.72 -6.13 -0.32
O 4.08 -2.38 -5.96 -0.11
H 5.61 -4.54 -6.34 0.07
H 4.33 -5.58 -6.98 0.08
H 4.84 -4.15 -7.87 0.07
H 3.47 -4.12 -5.13 0.09
H 2.67 -3.72 -6.67 0.11
H 4.22 -2.00 -6.85 0.04
C -5.59 3.02 2.92 -0.09
C -5.73 2.66 1.46 -0.30
O -4.81 1.62 1.08 -0.10
H -4.58 3.35 3.14 0.07
H -6.28 3.82 3.19 0.05
H -5.80 2.15 3.56 0.08
H -5.50 3.51 0.83 0.11
H -6.75 2.33 1.24 0.11
H -5.01 0.85 1.62 0.08
C -5.49 8.08 2.06 -0.09
C -5.01 7.37 3.30 -0.31
O -4.53 6.05 3.03 -0.09
H -6.28 7.50 1.57 0.08
H -5.88 9.07 2.29 0.08
H -4.68 8.20 1.34 0.07
H -5.83 7.24 4.01 0.10
H -4.22 7.95 3.80 0.11
H -3.80 6.12 2.41 0.08
C 4.59 6.01 2.11 -0.09
C 3.91 5.25 0.99 -0.31
O 3.61 3.90 1.37 -0.11
H 5.51 5.51 2.41 0.08
H 4.83 7.03 1.80 0.08
H 3.94 6.07 2.99 0.07
H 4.56 5.18 0.13 0.11
H 2.99 5.75 0.68 0.11
H 3.02 3.93 2.13 0.09
C -8.81 5.07 4.68 -0.09
C -8.18 5.65 5.93 -0.31
O -6.83 5.20 6.09 -0.09
H -8.79 3.98 4.71 0.07
H -9.84 5.41 4.58 0.07
H -8.26 5.39 3.79 0.06
H -8.72 5.32 6.82 0.11
H -8.20 6.74 5.90 0.09
H -6.32 5.48 5.32 0.05
C 6.56 -5.58 -1.79 -0.08
C 5.72 -5.05 -2.94 -0.31
O 4.47 -5.73 -3.03 -0.09
H 6.74 -6.64 -1.91 0.08
H 7.52 -5.06 -1.73 0.08
H 6.04 -5.44 -0.84 0.06
H 6.23 -5.20 -3.88 0.11
H 5.54 -3.97 -2.82 0.10
H 4.01 -5.59 -2.19 0.04
C 2.92 1.43 -8.74 -0.08
C 3.42 0.44 -7.72 -0.31
O 3.72 -0.83 -8.32 -0.10
H 2.02 1.05 -9.23 0.08
H 2.67 2.38 -8.26 0.08
H 3.67 1.62 -9.51 0.08
H 2.67 0.24 -6.96 0.11
H 4.32 0.82 -7.21 0.11
H 4.40 -0.69 -8.99 0.10
C -0.93 -11.59 1.73 -0.09
C 0.27 -11.24 2.59 -0.32
O 0.17 -9.92 3.13 -0.10
H -1.04 -10.88 0.91 0.07
H -0.84 -12.59 1.30 0.08
H -1.85 -11.56 2.31 0.07
H 1.18 -11.26 1.99 0.10
H 0.37 -11.96 3.40 0.11
H -0.62 -9.88 3.67 0.08
C -9.59 10.57 6.09 -0.09
C -9.94 9.50 5.08 -0.32
O -10.14 8.23 5.69 -0.09
H -8.69 10.29 6.65 0.08
H -9.42 11.53 5.61 0.07
H -10.40 10.70 6.81 0.07
H -9.12 9.37 4.37 0.11
H -10.83 9.78 4.51 0.11
H -10.87 8.31 6.31 0.09

Record 2
159
Properties=species:S:1:pos:R:3:lowdin_charge:R:1 method="wB97M-V/def2-TZVPD" mol_weight_g_mol=1342.6 lumo_ev="-1.80 / -6.14" spin_multiplicity=2 e_tot_ha=-8296.42327 charge=+1
Ca -1.84 22.88 5.13 1.40
C -0.15 25.53 -1.05 -0.03
C -1.42 26.16 -0.37 -0.21
C -2.55 26.40 -1.42 -0.15
O -3.65 27.02 -0.73 -0.20
C -4.78 27.18 -1.51 -0.13
N -2.03 25.17 0.65 0.21
H -2.47 24.37 0.23 0.10
H -1.36 24.88 1.35 0.10
H -2.77 25.58 1.19 0.07
H 0.24 26.02 -1.94 0.09
H -0.40 24.54 -1.43 0.07
H 0.65 25.37 -0.32 0.07
H -1.14 27.03 0.23 0.15
H -2.83 25.42 -1.83 0.12
H -2.20 27.01 -2.26 0.14
H -5.12 26.33 -2.10 0.09
H -4.62 28.08 -2.12 0.10
H -5.65 27.43 -0.90 0.08
P -2.88 24.61 3.65 0.03
O -2.74 24.89 5.19 -0.34
O -1.47 24.18 3.25 -0.35
O -3.64 25.61 2.74 -0.32
O -3.57 23.20 3.72 -0.28
O -5.79 22.35 7.05 -0.26
S -4.93 21.41 6.34 0.73
O -3.51 21.71 6.18 -0.42
O -5.10 19.94 7.20 -0.24
C -4.08 18.94 7.13 -0.27
C -3.21 19.19 8.34 -0.07
C -5.62 20.95 4.74 -0.08
H -3.47 18.97 6.23 0.11
H -4.51 17.94 7.21 0.13
H -3.86 19.04 9.20 0.09
H -2.73 20.16 8.45 0.07
H -2.37 18.49 8.31 0.09
H -5.54 21.84 4.12 0.05
H -6.65 20.60 4.86 0.09
H -4.97 20.16 4.36 0.05
O -5.94 21.70 0.02 -0.31
S -5.53 23.08 -0.35 0.73
O -4.14 23.41 -0.80 -0.32
O -6.58 23.62 -1.51 -0.25
C -7.91 23.20 -1.45 -0.32
C -8.73 23.83 -2.55 -0.06
C -5.98 24.21 1.00 -0.08
H -8.40 23.46 -0.51 0.12
H -8.01 22.13 -1.65 0.12
H -9.81 23.63 -2.49 0.09
H -8.26 23.48 -3.47 0.09
H -8.70 24.91 -2.57 0.08
H -5.35 24.00 1.87 0.04
H -7.01 23.91 1.20 0.04
H -5.88 25.21 0.59 0.07
O 2.31 24.85 4.04 -0.30
S 1.38 24.67 5.20 0.76
O 0.46 23.50 5.31 -0.42
O 2.22 24.81 6.65 -0.25
C 3.61 25.15 6.52 -0.29
C 4.05 24.82 7.90 -0.07
C 0.34 26.14 5.33 -0.09
H 3.78 26.19 6.25 0.13
H 4.11 24.51 5.79 0.12
H 4.04 23.75 8.11 0.09
H 3.47 25.39 8.62 0.09
H 5.07 25.21 7.90 0.09
H 1.06 26.95 5.48 0.08
H -0.37 25.95 6.14 0.06
H -0.20 26.21 4.38 0.06
O -0.17 22.50 -0.09 -0.31
S 1.20 22.15 0.25 0.71
O 1.96 21.02 -0.34 -0.28
O 2.17 23.47 0.08 -0.30
C 3.46 23.38 0.71 -0.28
C 4.38 23.99 -0.32 -0.06
C 1.22 22.06 2.12 -0.08
H 3.76 22.35 0.90 0.11
H 3.45 23.92 1.66 0.11
H 4.31 25.06 -0.49 0.08
H 4.15 23.55 -1.29 0.09
H 5.40 23.70 -0.05 0.09
H 0.52 21.28 2.44 0.03
H 0.87 22.96 2.62 0.04
H 2.20 21.71 2.45 0.07
O -5.10 27.83 7.15 -0.32
S -4.23 28.86 6.56 0.72
O -4.72 29.89 5.61 -0.29
O -3.37 29.68 7.75 -0.27
C -3.17 29.07 9.06 -0.24
C -2.56 30.16 9.97 -0.07
C -2.78 27.99 5.77 -0.10
H -2.49 28.21 9.04 0.11
H -4.11 28.77 9.52 0.11
H -3.07 31.13 9.96 0.08
H -1.62 30.46 9.52 0.07
H -2.36 29.98 11.02 0.08
H -2.48 27.13 6.35 0.03
H -2.04 28.79 5.64 0.08
H -3.12 27.58 4.82 0.03
O -1.70 20.78 3.86 -0.39
S -2.08 20.11 2.59 0.71
O -1.15 19.26 1.82 -0.27
O -3.45 19.31 2.87 -0.32
C -3.81 18.10 2.13 -0.18
C -4.68 17.23 3.10 -0.04
C -2.78 21.41 1.43 -0.08
H -2.89 17.61 1.81 0.11
H -4.21 18.51 1.20 0.13
H -5.57 17.75 3.47 0.07
H -4.18 16.93 4.02 0.08
H -5.10 16.39 2.55 0.08
H -2.19 22.32 1.48 0.03
H -3.76 21.61 1.86 0.04
H -2.88 21.01 0.42 0.08
O -1.33 25.09 9.51 -0.30
S -2.12 24.09 8.73 0.75
O -1.52 23.37 7.58 -0.39
O -2.88 22.99 9.76 -0.28
C -2.62 22.97 11.18 -0.26
C -1.35 22.18 11.42 -0.06
C -3.69 24.93 8.27 -0.08
H -3.43 22.46 11.71 0.13
H -2.65 23.99 11.56 0.12
H -1.24 21.90 12.47 0.09
H -0.45 22.60 10.96 0.08
H -1.56 21.22 10.97 0.07
H -3.98 25.46 9.17 0.08
H -4.39 24.15 7.94 0.05
H -3.56 25.64 7.45 0.03
O -7.78 27.14 4.24 -0.29
S -7.67 25.85 4.93 0.74
O -8.32 25.55 6.24 -0.30
O -8.19 24.67 3.85 -0.28
C -8.33 23.32 4.38 -0.26
C -8.45 22.42 3.16 -0.07
C -5.87 25.40 5.03 -0.10
H -9.28 23.28 4.92 0.13
H -7.50 22.97 4.98 0.08
H -9.25 22.80 2.53 0.09
H -8.77 21.41 3.44 0.08
H -7.52 22.30 2.61 0.05
H -5.50 24.72 4.27 0.03
H -5.56 24.94 5.97 0.05
H -5.28 26.31 4.97 0.04
O -5.01 30.08 0.18 -0.29
S -5.27 30.08 1.62 0.70
O -4.62 31.06 2.53 -0.31
O -6.88 30.17 1.83 -0.28
C -7.44 30.59 3.03 -0.32
C -8.93 30.42 3.08 -0.05
C -5.10 28.40 2.36 -0.09
H -7.14 31.60 3.29 0.13
H -6.91 29.95 3.73 0.10
H -9.34 31.09 3.83 0.09
H -9.19 29.38 3.29 0.07
H -9.34 30.71 2.11 0.08
H -6.05 28.06 2.78 0.05
H -4.33 28.46 3.12 0.04
H -4.72 27.78 1.54 0.03

Record 3
131
Properties=species:S:1:pos:R:3:lowdin_charge:R:1 method="wB97M-V/def2-TZVPD" mol_weight_g_mol=883.6 lumo_ev=-8.78 de_lowest_kj_mol=1168.5 e_tot_ha=-2369.35617 charge=+1
Hg -25.17 -11.30 -22.92 0.36
C -19.00 -11.36 -19.45 -0.04
C -20.28 -12.09 -19.19 -0.44
C -20.79 -11.77 -17.81 -0.04
O -21.15 -11.93 -20.34 0.12
H -18.18 -11.51 -18.75 0.10
H -19.20 -10.29 -19.50 0.10
H -18.61 -11.48 -20.46 0.10
H -19.90 -13.11 -19.07 0.20
H -19.99 -11.76 -17.07 0.10
H -21.55 -12.46 -17.42 0.09
H -21.35 -10.84 -17.87 0.10
C -22.12 -18.94 -19.62 -0.06
C -21.06 -18.93 -20.73 -0.45
C -20.64 -20.32 -21.36 -0.24
O -19.29 -20.46 -21.41 -0.18
C -18.81 -21.08 -20.17 -0.07
N -21.47 -18.07 -21.76 0.02
H -21.65 -19.23 -18.69 0.07
H -22.86 -19.72 -19.84 0.07
H -22.70 -18.03 -19.46 0.07
H -20.20 -18.51 -20.20 0.12
H -21.08 -20.53 -22.34 0.13
H -20.99 -21.23 -20.88 0.11
H -19.14 -20.58 -19.25 0.08
H -17.72 -20.96 -20.21 0.09
H -19.05 -22.12 -20.00 0.09
H -20.84 -18.08 -22.54 0.08
H -21.34 -17.15 -21.36 0.07
C -17.14 -6.11 -15.99 -0.07
C -17.19 -4.87 -16.89 -0.42
C -16.87 -3.57 -16.10 -0.25
O -17.95 -2.91 -15.56 -0.18
C -17.61 -1.62 -14.94 -0.07
N -16.16 -5.12 -17.93 0.03
H -16.12 -6.21 -15.62 0.08
H -17.55 -6.98 -16.51 0.07
H -17.76 -5.91 -15.11 0.08
H -18.17 -4.71 -17.33 0.13
H -16.26 -2.93 -16.73 0.12
H -16.19 -3.82 -15.29 0.12
H -18.52 -1.26 -14.47 0.08
H -17.45 -0.84 -15.69 0.08
H -16.74 -1.65 -14.28 0.09
H -16.19 -4.39 -18.63 0.06
H -16.62 -5.91 -18.36 0.06
C -25.03 -14.06 -28.62 -0.08
C -24.22 -12.77 -28.60 -0.48
C -24.83 -11.80 -29.63 -0.19
O -23.99 -10.66 -29.49 -0.24
C -24.16 -9.68 -30.53 -0.07
N -23.93 -12.22 -27.30 0.06
H -24.51 -14.90 -28.16 0.07
H -25.34 -14.47 -29.58 0.08
H -25.98 -13.88 -28.11 0.08
H -23.27 -13.08 -29.02 0.13
H -25.84 -11.55 -29.31 0.13
H -24.77 -12.21 -30.64 0.13
H -23.69 -10.17 -31.39 0.09
H -23.58 -8.87 -30.11 0.09
H -25.19 -9.34 -30.68 0.09
H -23.44 -11.45 -27.74 0.06
H -23.12 -12.68 -26.91 0.07
C -28.39 -8.63 -17.62 -0.07
C -27.00 -8.04 -18.08 -0.36
C -26.28 -7.24 -16.94 -0.19
O -24.96 -6.73 -17.32 -0.18
C -24.56 -5.80 -16.35 -0.13
N -26.13 -9.22 -18.42 0.03
H -28.23 -9.14 -16.67 0.07
H -28.81 -9.35 -18.32 0.07
H -29.24 -7.99 -17.37 0.07
H -27.17 -7.39 -18.93 0.13
H -26.09 -7.85 -16.06 0.12
H -27.05 -6.54 -16.62 0.12
H -24.29 -4.83 -16.77 0.09
H -23.70 -6.05 -15.73 0.08
H -25.38 -5.60 -15.66 0.08
H -25.23 -8.99 -18.02 0.05
H -26.36 -10.02 -17.84 0.06
C -22.53 -5.27 -24.97 -0.06
C -21.45 -6.10 -24.35 -0.43
C -20.23 -5.33 -23.65 -0.15
O -19.29 -6.27 -23.12 -0.21
C -18.36 -6.75 -24.06 -0.11
N -22.05 -7.09 -23.43 0.07
H -21.98 -4.72 -25.73 0.08
H -22.92 -4.57 -24.22 0.08
H -23.36 -5.74 -25.51 0.09
H -20.94 -6.70 -25.10 0.12
H -20.65 -4.82 -22.78 0.12
H -19.69 -4.66 -24.31 0.12
H -18.75 -7.65 -24.53 0.08
H -17.54 -7.17 -23.48 0.09
H -18.12 -6.02 -24.84 0.09
H -22.67 -6.51 -22.89 0.07
H -21.38 -7.56 -22.83 0.07
C -10.12 -17.40 -12.32 -0.06
C -10.45 -16.74 -13.71 -0.38
C -11.79 -15.94 -13.86 -0.19
O -12.27 -16.18 -15.16 -0.20
C -13.19 -15.22 -15.66 -0.11
N -9.29 -15.85 -13.95 0.00
H -9.14 -17.88 -12.31 0.07
H -10.96 -18.07 -12.18 0.07
H -10.15 -16.71 -11.47 0.07
H -10.31 -17.51 -14.47 0.13
H -11.46 -14.91 -13.72 0.12
H -12.61 -16.18 -13.18 0.12
H -13.72 -14.73 -14.84 0.08
H -13.92 -15.68 -16.32 0.09
H -12.69 -14.36 -16.10 0.08
H -9.26 -15.55 -14.92 0.06
H -8.47 -16.44 -13.89 0.06
C -29.65 -15.77 -21.68 -0.06
C -28.79 -14.89 -20.73 -0.42
C -28.81 -15.48 -19.29 -0.19
O -28.05 -14.64 -18.42 -0.21
C -27.98 -15.09 -17.09 -0.12
N -27.44 -14.89 -21.24 0.04
H -29.64 -15.40 -22.70 0.08
H -30.67 -15.65 -21.31 0.07
H -29.39 -16.83 -21.61 0.08
H -29.12 -13.86 -20.69 0.13
H -28.22 -16.40 -19.29 0.12
H -29.80 -15.57 -18.85 0.13
H -28.78 -14.62 -16.51 0.09
H -27.02 -14.81 -16.64 0.08
H -27.98 -16.18 -17.03 0.09
H -27.36 -15.45 -22.08 0.06
H -26.89 -15.50 -20.66 0.06

We obtain F_max values of 0.71, 4.35, 4.61 eV Å⁻¹ for the records listed above, in that order.